Version P
9
Properties=species:S:1:pos:R:3 method="wB97M-V/def2-TZVPD" lumo_energy_ev="-1.89 / -1.89" multiplicity=1
N -1.010 -0.651 -0.803
N 2.443 0.301 -0.895
N 0.401 0.068 2.852
C 1.316 0.309 -0.769
C -0.107 0.354 -0.543
C 0.001 0.392 1.851
H -0.313 1.371 -0.463
H -0.731 -1.674 -0.688
H -2.000 -0.471 -0.542


Version Q
9
Properties=species:S:1:pos:R:3 method="wB97M-V/def2-TZVPD" lumo_energy_ev=0.26 multiplicity=1
N -0.857 -1.422 -0.854
N -0.318 0.755 -0.720
N -0.474 -2.235 -0.156
C 1.087 0.808 1.362
C 0.356 0.682 0.298
C -1.001 -0.258 -1.350
H 2.153 0.653 1.323
H -1.595 -0.048 -2.216
H 0.649 1.064 2.312


Energies, relative to the best one, in hartree: version P 0.0155; version Q 0.0000.


Version P
9
Properties=species:S:1:pos:R:3 method="wB97M-V/def2-TZVPD" lumo_energy_ev="-0.49 / -0.26" multiplicity=1
N 0.704 -2.234 0.260
N -1.814 -1.006 0.173
N 1.089 -1.179 0.206
C -1.353 0.117 -0.033
C 1.142 0.167 0.026
C -0.049 0.815 0.209
H -0.058 1.899 0.132
H -1.780 0.855 -0.768
H 2.119 0.566 -0.206


Version Q
9
Properties=species:S:1:pos:R:3 method="wB97M-V/def2-TZVPD" lumo_energy_ev=0.01 smiles=c1cnnnc1 multiplicity=1
N -0.832 0.836 1.378
N -0.109 -0.228 1.637
N -1.049 1.246 0.147
C 0.530 -0.336 -0.629
C -0.241 0.801 -0.818
C 0.352 -0.938 0.608
H -0.283 1.360 -1.753
H 1.196 -0.740 -1.382
H 0.436 -2.000 0.813


Version R
9
Properties=species:S:1:pos:R:3 method="wB97M-V/def2-TZVPD" lumo_energy_ev=-1.08 multiplicity=1
N 0.541 -0.332 -0.048
N 0.198 0.975 -0.080
N -2.627 -1.062 -0.103
C 1.803 -0.682 0.091
C -1.969 -0.167 0.196
C -1.140 0.998 0.080
H 2.130 -1.641 0.032
H 2.734 0.010 -0.058
H -1.670 1.902 -0.108


Energies, relative to the best one, in hartree: version P 0.0953; version Q 0.0000; version R 0.0318.


Version P
11
Properties=species:S:1:pos:R:3 method="wB97M-V/def2-TZVPD" lumo_energy_ev=1.02 smiles=NCO.S multiplicity=1
S -0.779 3.307 4.865
O 0.799 -0.207 -2.517
N 0.623 -2.314 -1.539
C -0.105 -1.210 -2.089
H 1.500 -2.545 -1.968
H 0.454 0.265 -3.281
H -0.079 3.352 6.005
H 0.650 -2.356 -0.537
H -0.632 -1.666 -2.922
H -0.760 -0.827 -1.316
H -1.671 4.200 5.298


Version Q
11
Properties=species:S:1:pos:R:3 method="wB97M-V/def2-TZVPD" lumo_energy_ev=0.55 smiles=NCO.S multiplicity=1
S 2.551 1.946 1.863
O 0.248 -1.125 0.246
N -1.864 -1.166 -0.920
C -0.505 -0.604 -0.810
H -0.556 0.485 -0.796
H 2.785 2.123 0.549
H -0.047 -0.883 -1.765
H 1.287 2.418 1.668
H -1.830 -2.120 -0.584
H 0.439 -0.452 0.903
H -2.508 -0.622 -0.355


Version R
11
Properties=species:S:1:pos:R:3 method="wB97M-V/def2-TZVPD" lumo_energy_ev=0.75 smiles=NCO.S multiplicity=1
S 2.200 -2.814 3.184
O -1.916 0.185 -1.641
N -0.385 1.108 -0.170
C -0.837 1.036 -1.535
H 2.827 -1.807 3.806
H -0.413 1.990 0.302
H -0.741 0.297 0.300
H 2.067 -2.119 2.054
H -1.116 2.010 -1.940
H -0.018 0.679 -2.166
H -1.668 -0.567 -2.194


Energies, relative to the best one, in hartree: version P 0.0037; version Q 0.0000; version R 0.0064.